1.
ORCA calculation (ωB97M-V/def2-TZVPD) on a cluster of 2 separate species, CH7NOSi2 in total.

HOMO level: -9.3 eV
ΔE to the lowest compared entry with this formula, charge and spin: 528.3 kJ/mol
2S+1: 1

Each line ends with the natural charge from an NBO analysis.
CARTESIAN COORDINATES (ANGSTROEM)
Si -0.331906 0.426470 2.610063  0.89
Si 0.359328 -0.543803 -2.549819  1.18
O -0.668833 -0.652320 -1.367204  -0.72
N -0.921386 -0.472566 -0.066211  -0.11
C -0.304826 0.008816 0.811321  -0.16
H -0.548435 1.893838 2.241399  -0.14
H -1.368091 0.118837 3.485629  -0.17
H 1.624384 -1.409137 -2.300161  -0.19
H 0.744754 0.132890 3.418901  -0.15
H 1.141540 0.796520 0.317432  -0.05
H 0.791865 0.812167 -2.942045  -0.20
H -0.518393 -1.111711 -3.659306  -0.18

Force components x, y, z for each atom (eV/Å):
Si -1.134 2.855 -1.911
Si 2.595 -0.717 -2.794
O -2.088 0.342 2.623
N -3.750 -2.977 -2.774
C 6.435 2.992 1.542
H 0.433 -0.524 0.743
H -1.869 -0.871 0.666
H -0.963 0.638 -0.202
H 2.235 -0.478 0.532
H -2.595 -1.578 0.936
H -0.024 0.051 0.155
H 0.726 0.268 0.484

2.
ORCA calculation (ωB97M-V/def2-TZVPD) on a cluster of 6 separate species, C38H45N5O11P in total.

HOMO level: -11.2 eV
2S+1: 1
Net charge: +1

Each line ends with the Löwdin charge.
CARTESIAN COORDINATES (ANGSTROEM)
P 1.442120 4.791863 -4.164618  1.13
O -5.880407 -3.814724 1.039026  0.05
O 2.294230 9.595879 -2.814984  0.12
O -6.153874 -5.937529 1.122960  0.10
O -1.274698 0.536579 -2.302811  0.02
O -1.554131 -1.582468 -2.214303  0.11
O 2.018114 7.474826 -2.801617  -0.01
O -1.272223 -1.653317 3.179590  0.06
O 3.622829 -5.089393 5.923735  0.10
O -0.622592 -2.613929 4.981514  0.09
O 2.694768 -6.800826 5.030611  0.04
O -1.368005 3.051071 -3.073277  -0.07
N -6.353599 -4.818744 1.533522  -0.35
N -1.753533 -0.469173 -1.800682  -0.32
N 3.652505 -6.082197 5.234190  -0.34
N -0.692540 -2.536981 3.776732  -0.36
N 1.822197 8.593325 -2.347101  -0.34
C -7.216172 -4.664369 2.702914  -0.15
C -3.935539 -1.275521 1.104841  -0.06
C 0.719796 9.988681 -0.653184  0.01
C -8.287738 -3.252259 4.310058  -0.06
C 7.251341 -6.018567 4.267238  -0.06
C 0.563612 3.199377 -4.498915  -0.28
C -2.871292 0.970202 -0.155219  0.00
C 0.596028 -4.628348 3.632113  0.01
C -0.999122 3.297099 -4.422314  -0.43
C 5.008065 1.437961 -5.035552  -0.09
C -0.602246 8.980477 1.084809  -0.05
C -0.071967 10.112800 0.478339  -0.05
C 4.921413 -6.441678 4.606597  -0.14
C -3.670102 1.117891 0.967245  -0.06
C 3.772946 3.215543 -3.557978  -0.20
C -8.541513 -5.645586 4.436147  -0.06
C -8.811731 -4.377254 4.935355  -0.07
C 4.983878 -7.562976 3.791339  0.00
C 6.195598 -7.911829 3.213511  -0.06
C 3.284229 4.635599 -4.019988  -0.49
C 4.060589 5.110084 -5.290129  -0.08
C -4.197137 -0.003194 1.598467  -0.05
C 1.142666 -5.570110 1.486596  -0.06
C 0.507527 -4.509987 0.849414  -0.07
C 0.438394 7.586204 -0.574583  -0.01
C -7.741670 -5.794498 3.312897  0.00
C -2.610620 -0.307405 -0.634202  -0.14
C -0.043483 -3.580245 2.984958  -0.14
C -1.558730 2.111669 -5.290235  -0.02
C -0.349744 7.719499 0.557751  -0.06
C 6.043183 -5.660971 4.846819  0.00
C 7.328003 -7.143282 3.454425  -0.07
C -0.090441 -3.508236 1.599333  -0.01
C -7.484762 -3.392299 3.187989  0.00
C 3.660086 2.107274 -4.651832  -0.27
C 0.970970 8.724115 -1.167261  -0.15
C -3.140512 -1.433757 -0.018442  0.01
C 1.189274 -5.628165 2.875182  -0.06
H 8.134739 -5.422140 4.451605  0.11
H 0.920089 2.473077 -3.745472  0.10
H -1.021714 2.162639 -2.891408  0.03
H 5.664361 1.241075 -4.178779  0.08
H -1.367826 4.265802 -4.779947  0.14
H -1.213703 9.080799 1.972446  0.11
H -7.078037 -2.513872 2.707305  0.11
H 3.022082 1.309259 -4.227134  0.10
H 5.989423 -4.785523 5.478193  0.12
H -7.534935 -6.783347 2.929114  0.12
H 0.630670 6.602417 -0.976992  0.10
H 3.124155 2.935437 -2.708273  0.11
H 4.810883 3.348172 -3.223346  0.12
H 0.635982 -4.679758 4.711561  0.12
H -2.461856 1.845706 -0.640520  0.11
H 0.475208 -4.466886 -0.231522  0.11
H 1.683891 -6.453352 3.368107  0.08
H 1.131673 10.873039 -1.118414  0.12
H 3.118263 2.453038 -5.548577  0.09
H 5.104655 5.247295 -4.965099  0.10
H -2.940887 -2.426666 -0.396910  0.12
H -2.526520 2.355165 -5.748468  0.09
H -9.432263 -4.265078 5.815514  0.11
H -8.952293 -6.518871 4.924595  0.11
H -0.765105 6.840639 1.032202  0.11
H 0.925092 2.813041 -5.466572  0.09
H 5.489611 2.006104 -5.843923  0.07
H 8.274165 -7.422671 3.008141  0.11
H 4.765570 0.449452 -5.465433  0.08
H -4.348273 -2.143414 1.597648  0.09
H 3.654347 6.046461 -5.691945  0.08
H 6.258554 -8.785243 2.578442  0.11
H -0.273124 11.092294 0.890170  0.12
H 3.583824 5.328526 -3.211848  0.11
H 0.866041 5.437277 -3.036637  0.03
H 1.602210 -6.355093 0.898456  0.11
H -8.502805 -2.266345 4.699798  0.11
H -3.879426 2.106309 1.353638  0.11
H -0.867280 1.885024 -6.121435  0.08
H -4.813822 0.115665 2.480385  0.11
H 1.135524 5.650956 -5.259392  0.06
H 4.107315 -8.166774 3.603344  0.12
H -1.673852 1.206245 -4.678610  0.08
H 4.097345 4.323566 -6.060226  0.07
H -0.586191 -2.687642 1.099229  0.10

Force components x, y, z for each atom (eV/Å):
P -0.083 -0.394 -0.391
O 0.084 0.292 -0.074
O 0.128 0.193 -0.164
O 0.030 -0.281 -0.080
O 0.310 -0.076 -0.080
O 0.122 -0.215 -0.170
O -0.023 -0.454 -0.086
O -0.167 0.276 -0.253
O 0.000 0.278 0.125
O 0.040 -0.049 0.277
O 0.010 -0.329 0.248
O 0.278 1.115 -0.425
N 0.013 -0.103 -0.060
N -0.196 -0.223 0.231
N 0.025 0.032 0.114
N -0.009 0.008 0.094
N -0.019 0.279 0.062
C -0.389 0.097 0.545
C 0.031 0.210 0.069
C 0.042 0.179 -0.021
C 0.000 -0.192 -0.010
C -0.110 -0.149 -0.085
C 0.431 0.502 0.061
C 0.054 0.197 -0.009
C 0.019 -0.031 0.156
C 0.399 -2.016 -0.174
C -0.938 -0.253 -0.687
C 0.024 0.016 -0.030
C -0.015 -0.210 -0.008
C 0.576 -0.195 -0.292
C -0.014 -0.191 -0.007
C -1.147 0.392 -0.625
C 0.031 0.200 -0.026
C 0.013 -0.006 -0.021
C -0.062 -0.113 -0.076
C 0.068 0.163 0.084
C 0.907 0.090 0.038
C -0.146 -0.452 0.442
C 0.051 -0.008 -0.089
C -0.047 0.108 0.042
C 0.060 -0.077 0.144
C -0.015 -0.069 0.000
C -0.011 -0.150 0.015
C -0.359 0.146 0.533
C 0.306 -0.509 -0.380
C 0.220 0.612 -0.553
C 0.025 0.136 -0.035
C 0.078 0.119 0.068
C -0.025 0.009 0.009
C -0.040 0.053 -0.144
C 0.017 0.144 0.023
C 0.126 -0.607 0.822
C -0.360 -0.066 0.518
C 0.026 -0.170 -0.031
C -0.113 0.024 -0.411
H -0.036 0.009 0.017
H -0.187 0.304 -0.242
H -0.533 0.208 0.321
H -0.131 0.387 -0.232
H -0.034 -0.178 0.351
H 0.011 -0.004 -0.027
H 0.057 -0.126 -0.106
H 0.206 0.320 -0.205
H -0.167 -0.066 0.020
H 0.097 0.099 -0.109
H 0.095 0.070 -0.048
H 0.658 -0.006 -0.043
H -0.341 -0.138 0.016
H -0.064 0.114 -0.021
H 0.031 -0.118 -0.090
H -0.028 0.033 0.021
H -0.198 0.148 -0.144
H 0.065 -0.121 -0.089
H 0.411 -0.024 0.257
H -0.391 0.200 -0.187
H 0.048 0.077 -0.091
H 0.195 -0.037 0.323
H 0.009 -0.003 -0.028
H 0.021 -0.003 -0.036
H 0.019 0.002 -0.034
H -0.154 0.414 0.275
H 0.268 -0.096 0.521
H -0.025 0.008 0.009
H 0.217 0.377 0.099
H 0.027 -0.013 -0.068
H 0.277 -0.244 0.033
H -0.034 0.009 0.020
H 0.024 -0.004 -0.038
H -0.551 -0.099 -0.281
H 0.289 -0.423 -0.454
H -0.014 0.018 0.013
H 0.019 -0.006 -0.031
H 0.022 -0.004 -0.034
H -0.370 0.028 0.279
H 0.028 -0.005 -0.013
H 0.159 -0.290 0.542
H -0.054 0.103 0.126
H 0.109 0.351 -0.136
H -0.274 0.405 0.149
H -0.034 0.038 0.175